(1)
Molecular formula: C13H11KN4S3
Method: DFT, wB97M-V/def2-TZVPD

Each line ends with the Löwdin charge.
CARTESIAN COORDINATES (ANGSTROEM)
K: -0.87719 0.37408 -0.13355  0.486
H: 2.39636 -1.61562 0.01299  0.104
N: -6.18376 -0.04423 -3.95998  0.093
C: 2.41991 1.00069 3.17169  -0.131
S: -3.45793 2.12733 -0.11374  0.333
C: 1.96325 -2.30386 -0.70388  -0.239
N: -6.59363 3.04153 -1.77226  0.095
C: -5.66996 2.36821 -1.61044  -0.355
H: -0.61541 -0.31395 3.16957  0.062
C: 0.42331 -0.65955 3.21039  -0.076
C: -4.35653 0.43973 -2.17701  -0.859
H: 3.50198 -3.85027 -0.95939  0.052
C: 2.46668 2.08579 -0.38082  -0.076
S: 1.45344 -4.21403 -2.26949  0.947
C: 2.53373 -3.43497 -1.18534  -0.428
C: -5.38057 0.18668 -3.16290  -0.359
H: -0.65181 -2.92925 -2.52193  0.066
H: 0.68032 -0.80348 4.26225  0.057
H: 3.84985 2.46246 2.22692  0.062
H: 0.45795 -1.63792 2.71847  0.058
S: -3.07579 -0.74681 -2.16280  0.319
H: 2.71450 0.94713 4.21239  0.062
H: 2.62415 1.29913 -1.12723  0.057
N: 1.27163 0.62464 1.24713  -0.066
C: 1.37042 0.31608 2.57153  -0.446
C: 3.01001 1.78411 2.14224  -0.131
H: 3.33745 2.74516 -0.39961  0.057
N: 0.70513 -2.04078 -1.18988  -0.031
H: 1.60191 2.67254 -0.70877  0.062
C: -4.50064 1.54891 -1.38438  -0.860
C: 2.27347 1.51582 0.99573  -0.447
C: 0.30775 -2.94530 -2.01791  -0.469

## Properties
- charge = -2
- energy above the lowest of the compared OMol25 structures with the same formula, charge and spin (kcal/mol) = 0.0
- gap between HOMO and LUMO (eV) = 4.208
- M (Da) = 358.558
- max |F| (eV Å⁻¹) = 0.75

(2)
Molecular formula: H4N2O2
Method: DFT, wB97M-V/def2-TZVPD

Each line ends with the Löwdin charge.
CARTESIAN COORDINATES (ANGSTROEM)
N: 0.19922 0.69513 -0.82747  -0.058
H: 1.46397 -0.35402 0.23166  0.098
H: -2.14794 -0.92983 0.21468  -0.012
O: -1.18964 -0.89521 0.30372  -0.308
H: -0.08638 -1.19118 -0.31460  0.128
H: 0.59822 1.34083 0.94260  0.123
O: 0.26482 1.67634 0.07992  0.022
N: 0.89772 -0.34206 -0.63051  0.008

## Properties
- energy above the lowest of the compared OMol25 structures with the same formula, charge and spin (kcal/mol) = 32.9
- gap between HOMO and LUMO (alpha / beta) (eV) = 9.009 / 9.008
- M (Da) = 64.044
- max |F| (eV Å⁻¹) = 3.78

(3)
Molecular formula: C20H18BrF2FeI2Sb
Method: DFT, wB97M-V/def2-TZVPD

Each line ends with the Löwdin charge.
CARTESIAN COORDINATES (ANGSTROEM)
C: -2.14176 -1.11842 -2.80589  -0.134
H: -1.85620 -0.22225 -6.05631  0.112
H: -0.12376 4.89644 -0.20525  0.115
H: -2.64192 -1.84729 -2.17902  0.106
C: -2.27356 1.76561 2.24664  -0.303
F: -3.12546 1.30982 3.27898  -0.115
H: 1.82559 -4.15037 2.03522  0.111
Sb: -0.89071 -0.20839 -0.13227  1.588
C: 1.52867 -3.69313 1.10028  -0.068
C: -1.30188 -0.16013 -2.24962  -0.379
H: 0.45033 -2.07630 -2.23770  0.092
H: 1.64214 -0.85993 5.73784  -0.021
H: 2.23841 0.56991 0.26335  0.095
C: 1.84787 -4.30275 -0.10509  -0.064
C: -0.32239 2.76284 -0.16607  -0.163
C: 2.41491 2.71202 0.30261  -0.083
C: -1.69977 -0.20651 -4.98586  -0.063
C: 0.74608 -2.52791 -1.29937  -0.113
H: 2.38519 -5.24166 -0.10976  0.112
Fe: -1.36014 -0.03627 3.15543  -0.119
C: 0.33961 1.54862 -0.01874  -0.426
C: 0.80679 -2.51005 1.10692  -0.185
H: 3.48250 2.69280 0.48283  0.112
H: 1.72240 -4.18328 -2.24118  0.113
C: -0.87160 0.75327 -4.42300  -0.064
H: -0.37346 1.48197 -5.04895  0.112
I: 1.43148 0.63647 3.50850  1.028
C: 1.09928 0.05604 5.54247  -1.006
H: 2.30753 4.85112 0.23599  0.113
H: -1.39203 2.78212 -0.34960  0.100
C: 0.41336 -1.92495 -0.08990  -0.365
C: -2.33245 -1.14253 -4.17948  -0.068
C: 1.70940 1.51672 0.20631  -0.193
H: 1.42528 0.86275 6.18701  -0.023
I: -0.99697 -0.29831 5.89793  0.971
H: -0.02546 1.53747 -2.61764  0.092
C: 1.46715 -3.71318 -1.30038  -0.065
H: -2.83842 2.43080 1.59675  0.102
H: 0.54616 -2.06178 2.05309  0.012
C: 1.75561 3.92368 0.16170  -0.061
H: -2.97734 -1.89251 -4.61810  0.113
F: -1.30970 2.49623 2.93639  -0.101
C: -0.67381 0.78627 -3.04901  -0.113
Br: -2.44553 -1.94597 2.51607  0.155
C: 0.38855 3.95087 -0.08411  -0.058

## Properties
- charge = +1
- multiplicity = 6
- energy above the lowest of the compared OMol25 structures with the same formula, charge and spin (kcal/mol) = 12.1
- expectation value of S² = 8.779
- gap between HOMO and LUMO (alpha / beta) (eV) = 7.341 / 5.989
- M (Da) = 807.677
- max |F| (eV Å⁻¹) = 0.97